A 8-piece molecular cluster, C25H34BBrClF11N7O overall at a distorted geometry, computed with wB97M-V/def2-TZVPD.

Frontier orbital gap   7.062 eV
LUMO level   0.063 hartree
HOMO energy   -0.1970 Ha

```
! RIJCOSX wB97M-V def2-TZVPD def2/J DEFGRID3
* xyz -1 1
C -1.718 1.505 -1.992
C -1.012 0.870 -3.214
C -0.492 -0.538 -2.954
Cl 0.815 -0.871 -4.202
B -1.653 -1.710 -2.840
Br -0.770 -3.546 -3.189
C -2.436 -1.712 -1.418
C -1.623 -2.138 -0.210
O -0.927 -0.999 0.329
C -0.473 -1.175 1.634
C 1.042 -1.342 1.746
F 1.318 -2.682 1.799
F 1.484 -0.832 2.928
C 1.895 -0.804 0.573
F 3.210 -1.052 0.917
F 1.659 -1.496 -0.555
C 1.843 0.725 0.332
F 0.774 1.095 -0.377
F 1.827 1.402 1.512
C 3.105 1.212 -0.429
F 3.305 0.497 -1.547
F 2.839 2.498 -0.816
C -2.782 -1.549 -4.033
F -2.280 -1.290 -5.269
F -3.545 -2.683 -4.209
F -3.703 -0.565 -3.797
H -1.641 0.885 -1.107
H -2.751 1.744 -2.210
H -1.246 2.444 -1.739
H -0.165 1.516 -3.456
H -1.662 0.931 -4.079
H 0.041 -0.526 -2.009
H -2.939 -0.769 -1.221
H -3.240 -2.449 -1.511
H -0.917 -2.935 -0.447
H -2.313 -2.540 0.541
H -0.815 -0.354 2.266
H -0.900 -2.080 2.068
H 3.982 1.265 0.210
C -2.323 -5.921 -5.747
C -1.121 -6.274 -5.012
N -0.189 -6.502 -4.386
H -2.793 -6.804 -6.179
H -3.042 -5.435 -5.087
H -2.092 -5.227 -6.553
C -5.476 3.930 0.027
C -4.057 3.657 -0.139
N -2.944 3.428 -0.293
H -5.640 4.961 0.336
H -6.013 3.767 -0.906
H -5.910 3.278 0.784
C 1.184 1.872 4.890
C -0.213 1.476 4.944
N -1.314 1.159 4.999
H 1.315 2.911 5.190
H 1.789 1.260 5.557
H 1.587 1.763 3.885
C 2.334 2.155 -6.330
C 0.897 1.938 -6.387
N -0.235 1.768 -6.441
H 2.617 2.642 -5.397
H 2.867 1.207 -6.383
H 2.669 2.781 -7.157
C 0.595 4.715 -3.644
C -0.820 4.416 -3.788
N -1.934 4.165 -3.873
H 0.743 5.719 -3.248
H 1.070 4.009 -2.963
H 1.103 4.652 -4.606
C 1.652 -1.087 7.624
C 1.961 0.159 8.308
N 2.211 1.134 8.860
H 1.712 -1.927 8.309
H 0.646 -1.068 7.205
H 2.351 -1.274 6.814
C 4.730 -2.080 10.239
C 4.383 -2.525 8.898
N 4.096 -2.868 7.842
H 4.090 -1.255 10.550
H 4.616 -2.890 10.957
H 5.763 -1.737 10.277
*
```

***

C25H34BF6N6O7S3Sr as an isolated structure at a distorted geometry, computed with wB97M-V/def2-TZVPD.

Frontier orbital gap   7.077 eV
LUMO level   0.078 hartree
HOMO energy   -0.1826 Ha
Relative energy (zero: lowest compared OMol25 entry of this formula, charge and spin)   2.140 eV

```
! RIJCOSX wB97M-V def2-TZVPD def2/J DEFGRID3
* xyz -1 1
Sr -2.947 0.223 -1.701
F -3.975 -2.476 -4.450
C -3.660 -1.212 -4.292
F -3.517 -0.619 -5.475
F -2.447 -1.172 -3.682
S -5.216 -0.343 -3.516
O -5.204 -0.427 -2.084
O -6.236 -1.021 -4.232
N -5.111 1.156 -3.996
S -4.080 2.130 -3.358
O -2.737 1.746 -3.689
O -4.277 2.418 -1.967
C -4.474 3.669 -4.280
F -4.335 3.483 -5.585
F -5.716 4.051 -4.014
F -3.625 4.609 -3.876
C 3.713 4.526 2.927
C 3.637 4.982 1.469
C 3.402 6.500 1.451
C 4.988 4.671 0.808
C 2.511 4.284 0.702
C 2.371 4.518 -0.669
C 1.384 3.908 -1.439
C 0.523 3.045 -0.795
O -0.489 2.275 -1.285
B -1.023 1.493 -0.192
O -0.314 1.920 0.952
C 0.635 2.820 0.568
C 1.614 3.418 1.334
H 4.547 5.028 3.423
H 3.877 3.449 3.001
H 2.801 4.774 3.474
H 4.212 7.018 1.974
H 2.459 6.747 1.944
H 3.357 6.881 0.430
H 5.802 5.125 1.380
H 5.037 5.058 -0.211
H 5.155 3.593 0.767
H 3.055 5.198 -1.163
H 1.300 4.093 -2.502
H 1.672 3.192 2.390
C 3.856 -1.824 1.913
C 4.012 -0.415 1.346
C 3.382 -0.227 -0.033
C 1.861 -0.373 -0.055
N 1.415 -1.745 -0.255
C 0.484 -2.394 0.497
S -0.050 -1.825 1.977
N 0.108 -3.581 -0.031
C -0.908 -4.481 0.500
C -0.312 -5.803 0.970
C 0.542 -5.682 2.230
C -0.277 -5.349 3.475
H 4.391 -1.924 2.859
H 4.257 -2.569 1.220
H 2.807 -2.061 2.097
H 5.075 -0.161 1.284
H 3.560 0.307 2.034
H 3.829 -0.937 -0.740
H 3.626 0.774 -0.403
H 1.442 0.248 -0.849
H 1.424 -0.032 0.880
H 1.568 -2.114 -1.181
H 0.357 -3.743 -0.994
H -1.641 -4.658 -0.288
H -1.414 -3.963 1.312
H 0.285 -6.225 0.155
H -1.134 -6.504 1.147
H 1.304 -4.912 2.076
H 1.077 -6.624 2.385
H -0.657 -4.328 3.430
H 0.329 -5.437 4.378
H -1.128 -6.029 3.572
N -3.665 -1.778 1.247
C -3.647 -2.417 0.050
O -2.841 -2.005 -0.834
C -4.508 -3.521 -0.160
C -5.406 -3.929 0.848
N -6.099 -4.227 1.725
C -4.423 -4.233 -1.379
N -4.351 -4.830 -2.366
H -4.276 -2.077 1.986
H -2.917 -1.126 1.435
*
```

***

C25H34BrCl2N4OTa as an isolated structure at a distorted geometry, computed with wB97M-V/def2-TZVPD.

Frontier orbital gap (spin up / spin down)   4.803 / 4.804 eV
LUMO level (spin up / spin down)   -0.535 / -0.535 hartree
HOMO energy (spin up / spin down)   -0.7112 / -0.7112 Ha

```
! RIJCOSX wB97M-V def2-TZVPD def2/J DEFGRID3
* xyz 4 1
Ta 1.337 2.315 0.089
Cl 1.151 3.382 2.430
C 1.514 5.029 1.746
Cl 1.868 4.746 -0.036
H 2.402 5.439 2.217
H 0.626 5.649 1.822
C -5.083 -2.502 1.006
C -4.902 -0.989 1.091
C -5.853 -0.279 0.115
C -5.214 -0.510 2.530
C -3.462 -0.583 0.816
C -3.178 0.790 0.555
C -1.877 1.097 0.377
Br -1.347 2.913 -0.077
C -0.817 0.179 0.436
O 0.420 0.777 0.281
C -1.045 -1.173 0.656
C -2.399 -1.488 0.843
C -0.007 -2.301 0.646
C -0.211 -3.182 1.888
C -0.247 -3.126 -0.631
C 1.446 -1.815 0.636
H -6.142 -2.720 1.138
H -4.546 -3.040 1.789
H -4.780 -2.904 0.036
H -6.850 -0.692 0.259
H -5.574 -0.443 -0.929
H -5.932 0.794 0.291
H -6.250 -0.763 2.761
H -5.108 0.572 2.628
H -4.573 -1.004 3.261
H -3.971 1.521 0.494
H -2.643 -2.526 1.015
H -1.176 -3.686 1.889
H -0.128 -2.605 2.812
H 0.550 -3.962 1.904
H -1.246 -3.562 -0.645
H 0.473 -3.943 -0.675
H -0.125 -2.515 -1.530
H 1.676 -1.188 1.505
H 1.700 -1.287 -0.288
H 2.095 -2.690 0.688
C 5.970 -0.382 0.861
N 5.017 0.420 1.720
C 5.309 0.486 3.204
C 4.053 1.044 1.219
N 3.143 1.644 0.742
H 6.943 0.099 0.928
H 5.609 -0.397 -0.162
H 5.997 -1.386 1.275
H 6.255 1.007 3.325
H 5.376 -0.541 3.552
H 4.504 1.011 3.709
N 2.964 2.359 -3.796
C 2.935 2.672 -2.535
N 1.836 2.121 -1.919
C 1.134 1.406 -2.951
C -0.050 0.682 -2.927
C -0.456 0.126 -4.129
C 0.282 0.288 -5.312
C 1.457 1.016 -5.338
C 1.850 1.562 -4.127
H 3.688 2.662 -4.444
H 3.692 3.278 -2.058
H -0.647 0.551 -2.036
H -1.375 -0.445 -4.162
H -0.081 -0.161 -6.226
H 2.024 1.151 -6.250
*
```